Computed, not measured: a structure of composition C36H31GeN2O3RhS at a distorted geometry, with the ωB97M-V functional and the def2-TZVPD basis.

```
75
Properties=species:S:1:pos:R:3:lowdin_spin:R:1
Rh -0.226 0.401 -0.796 2.550
Ge -0.019 -1.998 -1.064 0.298
S -1.163 1.406 -2.748 0.815
O -1.489 1.391 0.698 0.126
O 1.819 3.755 -0.253 0.058
O 1.298 1.790 -1.131 0.282
N -0.039 2.237 2.302 0.015
N 0.223 3.452 2.865 0.016
C -0.937 -2.235 -3.825 0.018
C 0.080 3.757 -1.853 0.072
C -2.240 -2.775 2.455 0.000
C 0.111 5.142 -1.852 0.002
C -0.938 3.111 -2.588 0.098
C 1.371 0.302 1.909 0.017
C -1.679 -2.722 -4.892 0.000
C -0.714 -4.621 2.219 0.004
C 0.112 0.464 3.964 0.000
C 4.129 -2.870 -1.212 0.000
C 0.503 0.996 2.742 0.008
C -2.664 -3.673 -4.669 0.016
C -0.839 5.895 -2.529 0.113
C 2.909 -2.237 -1.025 0.010
C -1.723 -3.976 2.922 0.005
C -2.165 -3.659 -2.312 0.021
C -1.023 2.382 1.350 0.006
C 1.438 -1.489 3.507 -0.001
C 1.797 -4.014 -2.208 0.015
C -1.182 -2.707 -2.538 0.075
C -0.439 5.815 2.597 -0.001
C 1.734 -2.818 -1.501 0.068
C 3.021 -4.638 -2.404 0.004
C 1.301 3.682 3.802 0.002
C -0.218 -4.070 1.045 0.013
C 1.826 -0.952 2.290 0.010
C 1.145 3.071 -1.000 0.024
C -2.902 -4.145 -3.386 0.004
C 0.592 -0.779 4.348 0.009
C -1.738 -2.218 1.288 0.017
C 4.185 -4.070 -1.906 0.004
C -0.728 -2.865 0.577 0.067
C -1.879 3.885 -3.300 0.102
C -0.563 4.370 2.285 -0.001
C -1.844 5.260 -3.252 -0.008
C -1.372 3.746 1.361 0.014
H -2.131 -1.271 0.929 0.007
H -0.429 6.000 3.671 0.000
H 0.915 4.127 4.718 0.000
H 0.494 6.197 2.176 0.000
H -2.584 5.836 -3.789 -0.002
H -2.114 -4.415 3.831 0.000
H 0.569 -4.577 0.498 0.001
H 5.138 -4.553 -2.078 0.000
H 1.804 -2.462 3.806 0.000
H 2.872 -1.280 -0.514 0.003
H 2.044 4.349 3.364 0.001
H 0.303 -1.194 5.304 0.001
H -1.269 6.359 2.154 0.000
H -0.571 1.015 4.599 0.000
H -2.359 -4.029 -1.312 0.001
H -0.165 -1.492 -3.999 0.003
H 0.902 5.620 -1.291 -0.001
H -2.122 4.209 0.745 0.001
H -0.316 -5.560 2.582 0.000
H -0.794 6.975 -2.494 0.006
H 1.779 2.738 4.043 0.000
H -2.637 3.373 -3.878 0.005
H -3.662 -4.895 -3.210 0.000
H -1.482 -2.359 -5.893 0.000
H -3.036 -2.278 2.994 0.000
H 2.499 -1.498 1.641 0.000
H -3.250 -4.047 -5.498 0.001
H 1.737 0.781 1.005 0.006
H 3.064 -5.569 -2.955 0.001
H 0.893 -4.460 -2.604 0.001
H 5.037 -2.423 -0.828 0.000
```

Results
- orbital gap (spin up / spin down) (eV) = 8.2 / 5.3
- <S²> = 8.785
- multiplicity = 6
- net charge = +1
- molar mass (g/mol) = 747.2